# 1
Density functional theory data (wB97M-V/def2-TZVPD) for a molecular structure, C23H41AsCl2O6S3SiZn in a non-equilibrium geometry.

Results
LUMO level: 4.15 eV
ΔE to the lowest compared entry with this formula, charge and spin: 0.000 eV
molar mass: 749.08 g mol⁻¹
energy: -7772.2932 hartree
gap between HOMO and LUMO: 4.81 eV

```
! RIJCOSX wB97M-V def2-TZVPD def2/J DEFGRID3
* xyz -2 1
Zn -1.6311 0.4406 -0.6545
C 3.7038 -1.3843 -1.4974
C 2.2224 -1.4856 -1.8698
C 1.7769 -2.9169 -1.9647
C 1.9258 -0.6218 -3.0863
O 1.4842 -0.8264 -0.7590
Si 1.1082 -1.0463 0.8313
S -0.6849 -0.0821 1.4999
O 2.3469 -0.4471 1.7436
C 2.8465 0.8492 2.1674
C 2.1821 1.1975 3.5046
C 4.3575 0.6404 2.3416
C 2.5913 1.8766 1.0711
O 0.9890 -2.6079 1.1796
C 1.0930 -3.3808 2.4022
C 0.2802 -2.7383 3.4968
C 0.4620 -4.7101 2.0490
C 2.5974 -3.4873 2.7082
H 4.3180 -1.8884 -2.2663
H 3.9174 -1.8727 -0.5287
H 4.0283 -0.3311 -1.4599
H 2.3309 -3.4604 -2.7550
H 0.6858 -3.0541 -2.1052
H 2.0589 -3.4262 -1.0363
H 2.4993 -0.9596 -3.9696
H 2.2566 0.4043 -2.8653
H 0.8621 -0.5628 -3.3324
H 2.4797 0.4861 4.3136
H 1.0901 1.1762 3.3620
H 2.4650 2.2072 3.8483
H 4.5108 -0.1006 3.1636
H 4.9235 1.5447 2.6592
H 4.8197 0.2465 1.4035
H 1.5286 2.0987 0.9160
H 2.9383 1.4786 0.0904
H 3.1332 2.8390 1.2775
H -0.7425 -2.5689 3.1202
H 0.7011 -1.7687 3.8106
H 0.2238 -3.3904 4.4077
H -0.6010 -4.5502 1.7910
H 0.4747 -5.3984 2.9219
H 0.9503 -5.1672 1.1742
H 2.9984 -2.4688 2.7332
H 3.1000 -3.9909 1.8935
H 2.8202 -3.9932 3.6588
S -4.0449 1.0243 -0.8947
C -4.0791 1.6718 -2.4812
C -5.1806 2.4510 -2.8699
C -5.3516 2.9068 -4.1691
C -4.3976 2.5982 -5.1637
C -3.2380 1.9196 -4.7848
C -3.0111 1.4158 -3.4818
S -1.5380 0.6649 -3.1723
H -5.9204 2.7100 -2.0956
H -6.2522 3.4772 -4.3678
H -4.5370 2.8841 -6.2061
H -2.4636 1.6986 -5.5053
Cl -1.6610 -5.3133 -1.2214
C -2.7643 -3.9410 -1.2928
Cl -2.9355 -3.4603 -2.9645
C -2.2618 -2.7541 -0.4126
O -2.7547 -2.7919 0.7374
O -1.4534 -1.9348 -0.9835
H -3.7217 -4.2648 -0.8878
C -2.0882 4.9216 -0.7399
As -1.5107 3.5904 0.5351
C -0.0615 4.3518 1.5987
C -2.9438 3.1794 1.7648
O -0.8585 2.3506 -0.4643
H -2.4202 5.8927 -0.3686
H -2.9114 4.4137 -1.2697
H -1.2515 4.9779 -1.4365
H -0.3623 5.0690 2.3775
H 0.6317 4.8696 0.8919
H 0.4742 3.4846 2.0252
H -3.2921 4.0194 2.3752
H -2.5033 2.3783 2.3793
H -3.7581 2.7410 1.1587
*
```

These are the Mulliken partial charges, in e, on atoms 1 to 4:
1 Zn 2.032
2 C -1.475
3 C 1.754
4 C -1.172


# 2
Density functional theory data (wB97M-V/def2-TZVPD) for a molecular structure, C23H41BiFP2 in a non-equilibrium geometry.

Results
LUMO level (alpha / beta): -6.33 / -6.32 eV
molar mass: 607.51 g mol⁻¹
energy: -1897.7630 hartree
gap between HOMO and LUMO (alpha / beta): 3.65 / 3.66 eV

```
! RIJCOSX wB97M-V def2-TZVPD def2/J DEFGRID3
* xyz 1 1
Bi 2.2819 0.7019 3.0933
C -1.3231 -0.6084 3.8085
C -0.9700 -1.7241 2.9998
C 0.8975 -1.1143 4.2071
C -0.1979 -0.2121 4.5392
C 0.3606 -2.0384 3.2126
C -2.6983 -0.0668 3.9532
H -3.1826 0.0666 2.9746
H -2.7063 0.8987 4.4747
H -3.3158 -0.7740 4.5345
C -0.1155 0.7987 5.6187
H -1.0865 1.2942 5.7386
H 0.6306 1.5799 5.4093
H 0.1438 0.3397 6.5887
C 2.0144 -1.4643 5.1519
H 1.7115 -1.3316 6.2083
H 2.9410 -0.8756 5.0076
H 2.2842 -2.5193 5.0253
C 1.0995 -3.1696 2.6134
H 0.8614 -4.1309 3.1019
H 2.1810 -3.0174 2.6878
H 0.8408 -3.2785 1.5500
C -1.9017 -2.5610 2.1918
H -1.9117 -3.5962 2.5721
H -1.5837 -2.5977 1.1430
H -2.9275 -2.1860 2.2269
C -1.2423 2.0417 0.5402
C -2.2735 1.1998 0.6680
C -2.7014 0.0798 -0.2148
C -1.6980 -0.3885 -1.2705
C -0.4914 -1.0254 -0.7032
C 0.6378 -0.3615 -0.4350
C 0.9011 1.1084 -0.5174
C -0.2551 2.1480 -0.5593
H -3.6440 0.3372 -0.7277
H -1.4016 0.4385 -1.9240
H -2.9238 -0.7938 0.4184
H -0.7676 2.2224 -1.5477
H -1.0633 2.7719 1.3444
H -2.9626 1.3754 1.4989
H 0.2379 3.1329 -0.4575
H 1.5147 1.3697 0.3797
H 1.5198 -0.9327 -0.0945
H 1.5793 1.3100 -1.3792
H -2.2041 -1.0870 -1.9515
H -0.4896 -2.1218 -0.6351
P -0.2122 1.7333 -3.5186
C -0.4931 3.4738 -3.9911
C -1.3886 0.9502 -4.6771
P 2.1616 -0.1963 -3.6442
C 1.4148 1.4149 -4.2710
C 1.3804 -1.2713 -4.9285
C 3.7398 -0.0270 -4.5823
H 0.3274 4.1082 -3.6346
H -1.4361 3.8267 -3.5519
H -0.5542 3.5143 -5.0866
H -1.2726 1.4650 -5.6404
H -2.4095 1.0988 -4.3027
H -1.2182 -0.1224 -4.7952
H 3.5428 0.1807 -5.6448
H 4.2816 -0.9743 -4.4788
H 4.3422 0.7827 -4.1543
H 2.1020 2.2479 -4.0290
H 1.2608 1.3465 -5.3667
H 1.9499 -2.2065 -4.9533
H 1.4437 -0.7923 -5.9155
H 0.3399 -1.5141 -4.7020
F 4.0980 -0.2773 2.8036
*
```

These are the natural (NBO) partial charges, in e, on atoms 1 to 4:
1 Bi 1.702
2 C 0.070
3 C -0.004
4 C -0.136


# 3
Density functional theory data (wB97M-V/def2-TZVPD) for a molecular structure, C23H41BrFeP2 in a non-equilibrium geometry.

Results
LUMO level (alpha / beta): -2.77 / -3.95 eV
molar mass: 515.28 g mol⁻¹
energy: -5420.9851 hartree
gap between HOMO and LUMO (alpha / beta): 6.53 / 5.33 eV

```
! RIJCOSX wB97M-V def2-TZVPD def2/J DEFGRID3
* xyz 1 6
Fe -1.5021 2.2482 0.7183
C 1.0400 -0.1197 -1.1677
C -0.0194 0.6855 -1.6276
C 0.9396 1.7113 0.2355
C 1.6391 0.5004 -0.0157
C 0.0602 1.9154 -0.8928
C 1.6108 -1.2983 -1.8748
H 0.8633 -1.8140 -2.4943
H 2.0271 -2.0304 -1.1679
H 2.4315 -0.9934 -2.5457
C 2.9128 0.0145 0.5918
H 2.9771 -1.0890 0.5921
H 3.0370 0.3654 1.6301
H 3.7991 0.3651 0.0163
C 1.0873 2.7996 1.2326
H 1.5372 3.7018 0.8011
H 1.6925 2.4666 2.0684
H 0.1307 3.1509 1.6666
C -0.4644 3.2543 -1.3283
H 0.3836 3.8226 -1.7768
H -0.8394 3.8250 -0.4339
H -1.2656 3.1456 -2.0878
C -0.8996 0.5362 -2.8039
H -0.6149 1.2022 -3.6309
H -1.9181 0.8449 -2.5324
H -0.9735 -0.4828 -3.1931
C -1.2009 -3.0836 0.3819
C -1.0765 -3.5304 -0.8728
C -2.0219 -3.4011 -2.0210
C -3.5104 -3.2697 -1.5887
C -4.0328 -1.9244 -1.4062
C -4.1777 -1.2456 -0.1485
C -2.8757 -1.2589 0.7260
C -2.4551 -2.6808 1.1161
H -1.8941 -4.2799 -2.6711
H -3.6581 -3.8735 -0.6958
H -1.7840 -2.5448 -2.6588
H -3.3047 -3.3935 1.0219
H -0.2876 -2.8769 0.9743
H -0.1640 -4.0830 -1.1184
H -2.1846 -2.6238 2.1934
H -2.1061 -0.7063 0.1253
H -4.3001 -0.1908 -0.4483
H -2.9673 -0.6629 1.6640
H -4.0800 -3.7291 -2.4045
H -4.2076 -1.4039 -2.3435
P -5.6556 -1.1394 1.1601
C -6.1252 -2.4149 2.3622
C -6.9354 -1.3679 -0.1113
P -5.0378 1.9347 1.6158
C -5.9998 0.3718 2.1320
C -5.8165 2.0471 -0.0620
C -6.2335 3.0612 2.4904
H -5.9321 -2.0900 3.3885
H -5.6145 -3.3637 2.1789
H -7.2086 -2.5834 2.2846
H -7.8625 -1.6835 0.3834
H -6.5643 -2.1762 -0.7595
H -7.0922 -0.4571 -0.7023
H -7.2447 2.6292 2.5499
H -6.2675 4.0191 1.9609
H -5.8568 3.2376 3.5029
H -5.7556 0.1765 3.1953
H -7.1028 0.5395 2.0966
H -5.8544 3.1192 -0.2984
H -6.8260 1.6206 -0.1148
H -5.1721 1.5702 -0.8093
Br -2.2394 1.8699 2.8777
*
```

These are the natural (NBO) partial charges, in e, on atoms 1 to 4:
1 Fe 1.255
2 C -0.038
3 C -0.099
4 C -0.139